[1]
2 unconnected molecules or ions with the total composition C7H11N2 in a non-equilibrium geometry, computed with wB97M-V/def2-TZVPD.

Atoms and positions in Å:
N  2.8336  1.0100  1.2647
N  -2.0412  -1.2466  -1.0610
C  -3.2779  -0.8837  -0.3720
C  1.5493  1.1292  1.0992
C  -0.9806  -0.2338  -0.5234
C  3.7884  0.6547  0.2691
C  -1.7180  0.5523  0.2327
C  -1.7924  -2.1103  -1.9254
C  -3.1309  0.1919  0.3606
H  -0.8225  -2.0976  -2.4498
H  -2.5539  -2.6140  -2.4053
H  1.1536  1.1944  0.1326
H  3.2654  1.0241  2.2826
H  -4.0847  -1.5382  -0.5960
H  -1.4128  1.5352  0.5274
H  3.4170  0.9529  -0.6602
H  3.8630  -0.4575  0.3105
H  -3.8683  0.8031  0.8762
H  4.8044  1.0292  0.5599
H  1.0086  1.1045  2.0773

Summary:
Total charge   +1
HOMO-LUMO gap   6.71 eV
Spin multiplicity   1
Energy relative to the best compared isomer or geometry (same formula, charge and spin)   6.2259 eV


[2]
C5H4OS2 in the gas phase in a non-equilibrium geometry, computed with wB97M-V/def2-TZVPD.

Atoms and positions in Å:
S  1.0792  1.9313  -2.2270
S  -0.4715  -0.6916  0.7531
O  1.8619  -0.4235  -0.4330
C  -2.3185  1.8815  -1.1349
C  0.6658  -1.7256  1.6351
C  0.7149  0.0094  -0.2717
C  0.2439  1.1577  -1.0703
C  -1.1493  1.5371  -1.0036
H  1.0865  -2.3933  0.8705
H  1.5593  -1.1382  2.0407
H  -3.3371  2.2047  -1.5163
H  0.0650  -2.3494  2.3573

Summary:
HOMO-LUMO gap   7.35 eV
Spin multiplicity   1
Energy relative to the best compared isomer or geometry (same formula, charge and spin)   2.1886 eV


[3]
A molecular structure, C18H27Cl2CoF6NO5PS, computed with wB97M-V/def2-TZVPD.

Atoms and positions in Å:
Co  0.3254  0.2450  -0.0252
Cl  0.9859  -0.1743  -2.8372
Cl  -0.5960  -1.9349  -1.1716
S  0.9527  2.0344  1.0808
P  -1.9347  1.9141  -1.6814
F  2.1082  -3.0341  1.4614
F  2.9980  -3.1116  -0.5008
F  5.3614  -0.6302  0.3065
F  4.1401  -0.8966  -1.4588
F  4.2590  -2.9804  1.2490
F  3.9873  0.9216  -0.3062
O  -0.8799  2.5019  -2.7374
O  1.8317  -0.7389  0.0078
O  -2.8332  2.9233  -1.0961
O  -2.6376  0.8037  -2.5777
O  -1.1725  1.0348  -0.6902
N  -0.2974  -0.0218  1.7047
C  -0.6786  0.3188  4.3725
C  -1.1218  -0.8455  3.7369
C  -0.0288  3.6650  -2.6508
C  1.4012  3.1406  -2.5538
C  -2.5684  0.7132  -4.9548
C  -3.4510  1.0226  -3.7511
C  -0.9127  -0.9879  2.3826
C  -4.0018  2.4371  -3.8309
C  3.0074  -0.9999  0.6576
C  3.1091  -2.5453  0.7086
C  0.6976  -1.8510  -2.3923
C  4.1411  -0.4066  -0.2119
C  -0.2393  4.4078  -3.9667
C  -0.0364  1.3086  3.6633
C  0.1485  1.0991  2.2966
C  3.1370  -0.4690  2.0855
C  -0.3691  4.5649  -1.4747
C  -4.5862  0.0161  -3.6266
H  -1.2491  4.8099  -4.0179
H  -1.6238  -1.6264  4.2857
H  1.6613  2.5703  -3.4456
H  3.1029  0.6177  2.0762
H  1.5953  -2.2592  -1.9382
H  -3.2077  3.1615  -3.9915
H  -0.0877  3.7346  -4.8095
H  2.1056  3.9665  -2.4548
H  -4.1849  -0.9873  -3.4958
H  -0.8391  0.4404  5.4347
H  2.3158  -0.8493  2.6897
H  -1.7008  1.3680  -4.9563
H  -4.6920  2.4916  -4.6729
H  -5.2080  0.2550  -2.7669
H  -4.5261  2.7034  -2.9186
H  -1.4088  4.8743  -1.5102
H  0.2757  5.4434  -1.5165
H  4.0754  -0.7947  2.5258
H  -5.2065  0.0303  -4.5227
H  0.3215  2.2109  4.1291
H  -2.2234  -0.3185  -4.9169
H  0.4659  5.2340  -4.0514
H  -3.1230  0.8611  -5.8804
H  -0.2066  4.0613  -0.5244
H  -1.2288  -1.8553  1.8226
H  0.3588  -2.4055  -3.2611
H  1.5209  2.4882  -1.6845

Summary:
HOMO-LUMO gap (alpha / beta)   7.60 / 7.61 eV
Spin multiplicity   1


[4]
C2HF3N2 in the gas phase in a non-equilibrium geometry, computed with wB97M-V/def2-TZVPD.

Atoms and positions in Å:
F  1.0005  -1.8601  -0.5680
F  -1.2160  -1.7262  -0.0857
F  -0.4386  -2.0994  -2.1753
N  -1.5984  0.5846  -0.8570
N  -0.6203  0.8546  -0.1734
C  -0.1771  -1.4337  -0.9600
C  -0.3291  0.0070  -1.2430
H  0.0707  0.2623  -2.2288

Summary:
HOMO-LUMO gap   11.28 eV
Spin multiplicity   1
Energy relative to the best compared isomer or geometry (same formula, charge and spin)   1.6183 eV


[5]
A molecular structure, H6OSi2 in a non-equilibrium geometry, computed with wB97M-V/def2-TZVPD.

Atoms and positions in Å:
Si  1.0261  0.0151  -0.8379
Si  -0.8706  -0.7439  0.2709
O  -1.3647  1.4123  0.9861
H  -0.7822  -1.2574  1.6790
H  1.9186  -1.0793  -0.5590
H  -1.8089  -1.4775  -0.5020
H  -0.6334  1.7696  1.6281
H  1.6254  1.2594  -0.3619
H  0.8898  0.1017  -2.3034

Summary:
HOMO-LUMO gap   9.10 eV
Spin multiplicity   1
Energy relative to the best compared isomer or geometry (same formula, charge and spin)   3.7114 eV


[6]
C5H7NO in the gas phase in a non-equilibrium geometry, computed with wB97M-V/def2-TZVPD.

Atoms and positions in Å:
O  -0.7415  -1.3320  -0.1403
N  2.3129  0.4708  -0.9199
C  -2.1925  0.0247  1.2667
C  0.0523  0.7685  0.1720
C  -1.0657  -0.1253  0.4730
C  1.0844  -0.0268  -0.4540
C  0.5492  -1.2546  -0.6222
H  2.7672  1.0986  -0.2684
H  0.1309  1.8104  0.4579
H  -1.3373  0.6143  -0.4745
H  2.9625  -0.2623  -1.1771
H  0.8871  -2.1142  -1.1875
H  -2.3917  0.9938  1.7134
H  -3.0176  -0.6659  1.1607

Summary:
HOMO-LUMO gap (alpha / beta)   7.05 / 7.05 eV
Spin multiplicity   1
Energy relative to the best compared isomer or geometry (same formula, charge and spin)   4.6776 eV


[7]
26 unconnected molecules or ions with the total composition C11H72BrO31PS in a non-equilibrium geometry, computed with wB97M-V/def2-TZVPD.

Atoms and positions in Å:
Br  2.0401  -2.5945  -1.2041
S  3.2173  2.1917  -3.3551
P  1.8104  -0.6138  -2.2395
O  4.0420  4.8250  2.5484
O  -4.8104  4.3058  -0.2292
O  3.9152  0.7738  -3.1106
O  -4.3386  -0.0422  3.6163
O  -1.9689  -3.3205  -1.0556
O  6.5317  4.3008  1.2186
O  3.8635  3.0049  -4.3771
O  -3.4863  4.2716  -3.5414
O  -5.4903  -5.7180  4.2458
O  -1.4280  3.6976  0.5216
O  2.0941  5.7415  -1.0721
O  -0.9945  3.1203  -4.7068
O  4.7730  6.4965  0.1995
O  3.7682  -1.3919  -6.4229
O  -2.4292  -6.8604  0.8684
O  3.4853  2.7750  -1.8640
O  3.3206  -3.8740  -8.0527
O  2.7521  2.1682  -7.5259
O  5.2745  2.8626  4.4648
O  -3.5798  -6.1334  6.2199
O  0.9238  5.6975  1.5318
O  -5.2263  -3.6660  -1.8988
O  -7.5526  -6.7450  2.4032
O  -0.5285  -3.4157  3.1581
O  1.9653  3.4720  3.3912
O  -4.3105  -3.2626  3.0272
O  -5.5721  -0.4637  0.0492
O  2.0415  -0.9638  -3.8591
O  -6.2804  -2.4134  5.4326
O  7.6112  0.3332  -2.1596
O  1.8024  2.1753  -3.7063
C  -2.1831  -0.3507  1.2907
C  2.0986  1.9062  -0.1124
C  4.6185  -0.5354  -1.2374
C  -0.6731  -0.2228  1.6375
C  1.5809  0.7436  0.7895
C  3.3599  1.6039  -0.9475
C  -2.5954  -1.6271  0.4968
C  0.0525  0.5647  0.5302
C  3.4445  0.2842  -1.8025
C  -1.4405  -2.4790  -0.0337
C  -1.5657  -4.6763  -0.9535
H  -0.4866  3.8950  -4.9679
H  4.8999  3.5347  3.8819
H  1.7363  0.9102  1.8586
H  5.9610  4.1826  1.9910
H  -4.3623  3.5880  0.2321
H  -0.3663  1.5857  0.5588
H  -2.4288  0.5227  0.6736
H  6.8756  3.4223  1.0373
H  -8.1130  -7.5252  2.4516
H  -0.3201  2.4845  -4.4401
H  -4.3628  4.3426  -1.0823
H  5.7569  3.3629  5.1294
H  2.5655  -1.7785  -3.8941
H  2.0053  2.7659  -7.6196
H  -6.0465  -0.5145  0.8847
H  -3.9847  -4.1490  2.8472
H  2.5548  5.0675  -1.5813
H  1.3721  4.9779  1.9909
H  -4.4682  -0.9948  3.6938
H  -2.7780  -0.2735  2.2053
H  -3.3139  -2.2401  1.0631
H  -2.4265  -5.3152  -0.7748
H  7.3143  1.0236  -2.7634
H  -5.4781  -6.1479  5.1083
H  2.2977  2.5842  3.2175
H  -3.0904  -6.8415  6.6498
H  -0.9551  4.2160  1.1833
H  -2.7217  4.2157  -4.1289
H  1.3893  3.3588  4.1562
H  3.0888  2.3455  -6.6415
H  -4.4895  -3.1231  -1.5850
H  -4.8624  -3.3769  3.8127
H  -4.0211  3.5102  -3.7833
H  -1.0856  -3.5079  3.9376
H  4.0331  5.7056  2.1442
H  3.7706  -3.3305  -7.3943
H  3.1373  -1.3190  -5.6993
H  -0.2157  -4.3088  2.9818
H  5.4252  5.8250  0.4520
H  4.6160  -1.5209  -1.7103
H  1.3660  5.7294  0.6663
H  -5.8831  -2.2337  6.2903
H  -0.6187  0.4100  2.5385
H  1.2938  2.2898  -0.7479
H  -4.1549  0.2475  4.5145
H  2.8124  6.2651  -0.6867
H  -1.7758  4.3576  -0.0870
H  -6.4197  -5.7132  3.9876
H  4.3108  1.6765  -0.4138
H  2.0859  -0.1953  0.5176
H  2.9429  -3.2312  -8.6583
H  -7.0615  -1.8521  5.4095
H  5.3040  7.2570  -0.0555
H  -0.1900  -1.1693  1.9001
H  -3.3227  -7.1985  0.9945
H  -1.0024  -3.0265  0.8117
H  4.5809  -0.6163  -0.1486
H  -6.0958  -0.9979  -0.5571
H  3.4216  4.8936  3.2842
H  -7.8847  -6.2586  1.6415
H  -0.7715  -4.8560  -0.2242
H  -3.1966  -6.0746  5.3380
H  -4.8026  -4.3186  -2.4626
H  5.5363  -0.0078  -1.5333
H  -1.9483  -7.6039  0.4904
H  -0.6700  -1.8435  -0.4823
H  8.1114  0.8041  -1.4856
H  -1.1677  -4.9896  -1.9359
H  3.7609  -0.5175  -6.8285
H  2.3750  2.7490  0.5363
H  -3.1536  -1.2801  -0.3816
H  -0.1378  0.1985  -0.4821

Summary:
HOMO-LUMO gap   8.56 eV
Spin multiplicity   1


[8]
2 unconnected molecules or ions with the total composition FH3OP2 in a non-equilibrium geometry, computed with wB97M-V/def2-TZVPD.

Atoms and positions in Å:
P  -0.2489  -0.2564  -1.6591
P  0.1341  0.9932  0.0162
F  1.0084  0.1898  -2.6037
O  -0.9407  0.1653  0.9600
H  -0.7577  -0.0085  1.8823
H  -1.1937  0.5468  -2.2017
H  2.1684  -0.8834  -0.0245

Summary:
HOMO-LUMO gap (alpha / beta)   7.88 / 7.67 eV
Spin multiplicity   3
Energy relative to the best compared isomer or geometry (same formula, charge and spin)   0.9646 eV


[9]
C5H10O2 in the gas phase in a non-equilibrium geometry, computed with wB97M-V/def2-TZVPD.

Atoms and positions in Å:
O  -0.2760  -2.3985  0.8329
O  -0.9902  0.8370  -0.0019
C  0.9487  -0.7850  -0.5640
C  0.4323  -1.1642  0.7860
C  -0.2661  2.0261  -0.2753
C  -0.5592  0.0292  1.1205
C  0.0260  -0.5461  -1.4994
H  -0.9789  -0.9490  -1.4087
H  0.1259  -2.9667  0.1615
H  -0.6238  2.8138  0.3924
H  1.9350  -0.3312  -0.5986
H  -1.4920  -0.4012  1.4876
H  -0.4487  2.3577  -1.3109
H  0.8206  1.9044  -0.1679
H  0.1956  0.0978  -2.3541
H  -0.0971  0.6799  1.8693
H  1.2481  -1.2042  1.5306

Summary:
HOMO-LUMO gap   10.00 eV
Spin multiplicity   1
Energy relative to the best compared isomer or geometry (same formula, charge and spin)   3.4788 eV


[10]
C22H23N3O2S2 in the gas phase in a non-equilibrium geometry, computed with wB97M-V/def2-TZVPD.

Atoms and positions in Å:
S  0.7192  -2.1713  -0.6865
S  5.1009  0.4654  -1.3306
O  2.3836  -0.9209  2.6330
O  -1.8362  0.4036  -1.8724
N  -3.5715  -0.7284  0.3416
N  2.5679  0.4073  -1.6706
N  -2.0601  1.8086  -0.1007
C  0.3494  1.4136  -0.2808
C  -4.3843  0.2437  1.0365
C  -0.7649  1.8484  0.4220
C  3.6623  0.0616  -2.2258
C  -4.0673  1.0843  -1.2889
C  -0.9758  -2.1333  -0.5183
C  -0.2845  -1.4463  1.5563
C  -4.4911  -0.2713  -1.8612
C  2.7634  1.0281  -0.4708
C  -2.5411  1.0279  -1.1107
C  1.6145  1.4887  0.2983
C  1.7598  1.9965  1.5876
C  0.6481  2.4314  2.2823
C  -1.3834  -1.7410  0.7271
C  -0.6063  2.3654  1.7076
C  2.2433  -1.4914  1.5707
C  4.0848  1.1465  -0.1278
C  3.3944  -2.1331  0.8345
C  -4.3198  -1.3228  -0.7475
C  -4.8478  1.2971  0.0109
C  0.9328  -1.6482  0.9513
C  -2.8184  -1.6439  1.1774
H  0.7586  2.8211  3.2831
H  -5.3060  -1.6751  -0.3947
H  -3.7767  0.7000  1.8221
H  4.3383  -1.7899  1.2498
H  -5.2611  -0.2235  1.5222
H  -3.2718  -2.6480  1.1800
H  -3.7749  -2.1872  -1.1226
H  -5.9083  1.1643  -0.2115
H  -1.4717  2.7115  2.2576
H  4.5186  1.5875  0.7451
H  -4.2916  1.8808  -2.0058
H  3.3254  -3.2130  0.9598
H  -2.8246  -1.2803  2.2080
H  -1.5800  -2.3867  -1.3652
H  -3.8483  -0.5071  -2.7083
H  3.3457  -1.9171  -0.2293
H  -0.3629  -1.1116  2.5755
H  -5.5243  -0.2347  -2.2070
H  -4.7376  2.3105  0.4021
H  -2.7405  2.2769  0.4769
H  3.7266  -0.4416  -3.1695
H  0.2433  1.0097  -1.2734
H  2.7298  2.0371  2.0544

Summary:
HOMO-LUMO gap   8.47 eV
Spin multiplicity   1
Energy relative to the best compared isomer or geometry (same formula, charge and spin)   0.5434 eV


[11]
C7H12O in the gas phase in a non-equilibrium geometry, computed with wB97M-V/def2-TZVPD.

Atoms and positions in Å:
O  -0.9831  -0.8917  3.4176
C  0.4092  -0.9905  -1.0931
C  0.8524  1.2843  -2.0352
C  0.8833  0.4496  -1.0105
C  1.1635  2.7634  -2.0727
C  -0.6276  -1.2409  2.3287
C  -1.0028  -0.5201  1.0466
C  -0.8559  -1.3140  -0.2346
H  -0.0888  -2.1976  2.1331
H  -2.0167  -0.1400  1.1032
H  0.6292  0.8824  -3.0238
H  1.2530  -1.5433  -0.7141
H  2.0530  2.8695  -1.4512
H  0.3509  3.3133  -1.5997
H  -1.6813  -1.1936  -0.9259
H  1.4038  3.2093  -3.0337
H  0.3124  -1.2701  -2.1413
H  -0.3798  0.3777  1.1475
H  1.1935  0.6835  0.0041
H  -0.6882  -2.3521  -0.0416

Summary:
HOMO-LUMO gap   10.40 eV
Spin multiplicity   1
Energy relative to the best compared isomer or geometry (same formula, charge and spin)   1.2616 eV


[12]
C6H9N in the gas phase in a non-equilibrium geometry, computed with wB97M-V/def2-TZVPD.

Atoms and positions in Å:
N  0.6763  1.2106  0.1115
C  1.0891  -0.0786  0.0226
C  -0.0396  -0.9197  0.0093
C  -1.1782  -0.0373  0.0001
C  -0.7061  1.2375  0.1278
C  -2.6160  -0.4551  -0.0753
C  2.5347  -0.4688  0.1301
H  2.6833  -1.5188  -0.1455
H  1.2694  2.0231  0.1661
H  -3.2862  0.3582  0.2237
H  -2.8964  -0.7588  -1.0915
H  -2.8142  -1.3124  0.5771
H  -1.2337  2.1779  0.2163
H  0.4739  -1.2480  -0.9658
H  2.8467  -0.3612  1.1781
H  3.1969  0.1515  -0.4846

Summary:
HOMO-LUMO gap   9.01 eV
Spin multiplicity   1
Energy relative to the best compared isomer or geometry (same formula, charge and spin)   2.0520 eV


Number 1: DFT total energy -10405.4929 eV. Number 2: DFT total energy -28964.4728 eV. Number 3: DFT total energy -129937.3489 eV. Number 4: DFT total energy -13220.5932 eV. Number 5: DFT total energy -17897.1777 eV. Number 6: DFT total energy -8831.5252 eV. Number 7: DFT total energy -166214.5414 eV. Number 8: DFT total energy -23387.5241 eV. Number 9: DFT total energy -9439.5642 eV. Number 10: DFT total energy -53423.7133 eV. Number 11: DFT total energy -9499.5570 eV. Number 12: DFT total energy -7856.1076 eV.